# C4H8N2

An isolated molecule of C4H8N2 (wB97M-V/def2-TZVPD, the OMol25 dataset).

Structure (XYZ):
```
14
Properties=species:S:1:pos:R:3
C -0.38893 -1.17735 -0.72989
N 0.25668 0.06745 -0.32732
C 1.69477 0.05594 -0.11555
C -0.50408 1.07728 0.09136
C -1.74744 0.80662 0.85246
N -2.80081 0.23795 0.96096
H 0.37265 -1.94684 -0.87032
H -0.93352 -1.03601 -1.66695
H -1.11022 -1.49496 0.03366
H 1.94533 -0.54444 0.76975
H 2.04754 1.07698 0.04698
H 2.20750 -0.36311 -0.98569
H -0.03496 2.04810 0.22089
H -1.00451 1.19240 1.71966
```

Calculated values
LUMO (alpha / beta)   0.35 / 0.35 eV
Energy relative to the best compared isomer or geometry (same formula, charge and spin)   3.971 eV

Results of the natural (NBO) charge analysis, in e, for atoms 1 through 5: atom 1 (C): -0.43, atom 2 (N): -0.35, atom 3 (C): -0.40, atom 4 (C): 0.02, atom 5 (C): -0.08